107
Properties=species:S:1:pos:R:3 method="wB97M-V/def2-TZVPD" total_energy_ev=-147675.8110 charge=+2
Ir -0.72671 0.52335 -0.51884
C -3.10595 1.75465 -3.09897
C -1.74081 1.24836 -3.36646
N -0.82378 0.89879 -2.47729
C 0.28820 0.45713 -3.15286
C 0.06074 0.57596 -4.48467
N -1.20857 1.08099 -4.58968
C 0.84019 0.24153 -5.71174
O 2.07468 -0.18122 -5.53571
O 0.30722 0.36760 -6.78019
C 1.32526 -0.21708 -2.35461
O 2.40814 -0.53102 -2.80600
O 0.91328 -0.46794 -1.14165
H -3.22463 1.93352 -2.03322
H -3.84520 1.02172 -3.42556
H -3.28227 2.68470 -3.63826
H -1.65029 1.26356 -5.48263
H 2.33015 -0.27005 -4.58460
C -3.14701 2.33828 2.41539
C -4.32545 1.69638 1.68221
C -3.65195 0.98337 0.51977
O -2.37806 1.68399 0.28991
C -2.28891 2.78076 1.25893
H -2.61961 1.61329 3.03782
H -3.44429 3.18199 3.03487
H -5.01574 2.46410 1.33270
H -4.88136 0.99007 2.29496
H -4.22561 0.99936 -0.40357
H -3.41728 -0.04750 0.77514
H -2.70641 3.66446 0.77229
H -1.24283 2.95453 1.48584
O -2.13471 -0.80322 -1.16693
P -2.70989 -2.22662 -1.15450
C -4.30843 -2.26521 -0.35896
C -5.35572 -1.52861 -0.92120
C -6.61184 -1.55656 -0.34407
C -6.82924 -2.31398 0.80292
C -5.78898 -3.02670 1.37899
C -4.52766 -3.00761 0.79939
C -2.89563 -2.68478 -2.87525
C -4.06442 -3.20939 -3.41671
C -4.10428 -3.55714 -4.76125
C -2.98197 -3.39087 -5.55700
C -1.80788 -2.87376 -5.01735
C -1.76358 -2.52383 -3.68060
C -1.63770 -3.43170 -0.38516
C -1.98182 -4.78146 -0.50319
C -1.15743 -5.75415 0.03126
C 0.02093 -5.38779 0.67186
C 0.36914 -4.05097 0.78374
C -0.45851 -3.06992 0.25674
H -5.18663 -0.93600 -1.81385
H -7.42549 -1.00052 -0.78990
H -7.81739 -2.35368 1.24135
H -5.95790 -3.60312 2.27811
H -3.72054 -3.57011 1.25018
H -4.94102 -3.35604 -2.79920
H -5.01408 -3.96093 -5.18383
H -3.01346 -3.67660 -6.59973
H -0.92964 -2.75865 -5.63988
H -0.84692 -2.13168 -3.25401
H -2.88988 -5.07202 -1.01957
H -1.42602 -6.79754 -0.05863
H 0.67094 -6.15123 1.07760
H 1.29167 -3.76850 1.27277
H -0.16940 -2.03341 0.34022
C 4.69399 -0.31483 0.47380
C 4.63665 1.21346 0.59874
C 6.08866 1.74015 0.69848
C 3.96211 1.75770 -0.67303
Si 3.76501 1.80174 2.16025
Br 0.76898 1.34648 1.17317
C 3.61668 3.65767 2.49225
C 3.91707 4.53077 1.26471
C 2.22924 4.08593 3.00617
C 4.67349 3.95518 3.58285
C 3.47085 0.60012 3.58337
C 2.52095 1.16269 4.65088
C 4.88216 0.41617 4.20054
C 2.93713 -0.78342 3.17335
H 5.27875 -0.55563 -0.41697
H 3.70330 -0.75194 0.34179
H 5.18905 -0.78878 1.32050
H 6.61015 1.46269 -0.22068
H 6.63174 1.28381 1.52926
H 6.16012 2.82242 0.79678
H 4.47980 1.32813 -1.53436
H 4.02665 2.83963 -0.75857
H 2.91836 1.45453 -0.74163
H 3.16659 4.40393 0.48428
H 4.90212 4.36169 0.83499
H 3.88168 5.57543 1.58236
H 1.43676 3.83357 2.30414
H 2.24047 5.17314 3.11300
H 1.98104 3.66590 3.97714
H 5.69332 3.77351 3.23526
H 4.51403 3.39040 4.50035
H 4.60173 5.01493 3.83906
H 2.89017 2.07898 5.10865
H 2.42888 0.42132 5.44789
H 1.52192 1.34746 4.25333
H 5.31237 1.34505 4.57696
H 5.58889 -0.03104 3.49843
H 4.79205 -0.26730 5.04842
H 2.00784 -0.72414 2.60878
H 2.73501 -1.34155 4.09060
H 3.65450 -1.35929 2.59699



118
Properties=species:S:1:pos:R:3 method="wB97M-V/def2-TZVPD" smiles="CC(=O)OCCCCc1cc(CC(N)(N)N)c2c(c1)Nc1ccccc1S2.C[C@@H]1COC(=O)O1.C[C@@H]1COC(=O)O1.C[C@@H]1COC(=O)O1.C[C@@H]1COC(=O)O1.C[C@@H]1COC(=O)O1" total_energy_ev=-93994.6945
C -2.34274 -5.42031 -1.11919
C -1.49232 -5.16687 0.08883
O -0.33356 -5.50123 0.17267
O -2.13770 -4.48881 1.05503
C -1.65733 -4.64448 2.40094
C -2.28114 -3.55463 3.24567
C -2.00383 -2.17068 2.63775
C -1.82714 -1.07794 3.67871
C -1.38732 0.26446 3.14701
C -0.81134 0.42721 1.89312
C -0.38887 1.66572 1.41800
C 0.18565 1.74432 0.03310
C -0.81893 2.20842 -1.07258
N -2.19065 2.09473 -0.59384
N -0.61764 1.45894 -2.31826
N -0.55439 3.61870 -1.40027
C -0.54630 2.77388 2.24978
C -1.14295 2.64508 3.50560
C -1.55463 1.39821 3.93858
N -1.33914 3.77965 4.36070
C -0.18256 4.61820 4.45410
C 0.24148 5.07935 5.69224
C 1.37865 5.87551 5.79448
C 2.10723 6.19553 4.65274
C 1.68650 5.74532 3.41385
C 0.54076 4.96633 3.31468
S -0.00914 4.38310 1.74349
H -2.47841 -6.49136 -1.24555
H -3.30717 -4.93072 -1.04716
H -1.82342 -5.00586 -1.97998
H -0.57160 -4.56810 2.42980
H -1.92889 -5.63516 2.76970
H -1.79090 -3.59682 4.22099
H -3.34945 -3.72902 3.36451
H -2.78768 -1.93783 1.91824
H -1.07343 -2.26069 2.07256
H -1.05600 -1.42758 4.37519
H -2.72946 -0.94795 4.27920
H -0.66451 -0.42177 1.23835
H 0.49511 0.73044 -0.22787
H 1.07150 2.37311 -0.02803
H -2.76272 2.68824 -1.18518
H -2.55966 1.15523 -0.70746
H -1.18860 0.62632 -2.33092
H 0.35190 1.19391 -2.43763
H -0.60233 3.70474 -2.40718
H -1.25276 4.22736 -0.99177
H -2.00978 1.30043 4.91604
H -2.13590 4.31874 4.03506
H -0.31806 4.80542 6.57616
H 1.69901 6.23026 6.76456
H 3.01026 6.77851 4.74769
H 2.25504 5.98795 2.52722
C -1.14808 -6.21410 -5.79244
C -2.35526 -6.71137 -5.05397
C -3.61104 -6.97624 -5.85877
O -4.64530 -6.76837 -4.87561
C -4.16254 -5.90720 -3.95489
O -4.78123 -5.40086 -3.07412
O -2.84200 -5.71025 -4.13798
H -0.67520 -7.02589 -6.34293
H -1.39568 -5.41558 -6.49539
H -0.43264 -5.81875 -5.07916
H -2.08627 -7.58866 -4.45911
H -3.67625 -7.98222 -6.26287
H -3.74551 -6.24707 -6.66051
C 3.33452 -7.50953 -1.10493
C 2.51844 -7.01939 -2.27125
C 1.02484 -7.23684 -2.17090
O 0.64564 -7.32253 -3.55853
C 1.71893 -7.77948 -4.25067
O 1.68172 -8.13439 -5.38441
O 2.81870 -7.76929 -3.47152
H 3.20706 -6.84419 -0.25196
H 3.03262 -8.51641 -0.81420
H 4.39057 -7.54246 -1.36867
H 2.73968 -5.96917 -2.47942
H 0.48924 -6.42765 -1.67927
H 0.77786 -8.18456 -1.68782
C 4.41275 8.17159 -1.62919
C 4.23573 8.69249 -0.22717
C 5.45207 9.33879 0.40254
O 5.22719 9.10482 1.80164
C 4.47469 7.99103 1.91304
O 4.25503 7.40910 2.92640
O 4.00120 7.61366 0.70332
H 4.44106 8.99876 -2.33759
H 5.33723 7.59956 -1.71967
H 3.58741 7.51271 -1.89558
H 3.37377 9.36272 -0.17241
H 5.53888 10.40421 0.20943
H 6.37796 8.83570 0.11481
C -6.84916 -0.99774 -2.42651
C -5.69903 -0.36760 -1.68545
C -4.60626 -1.31341 -1.23484
O -4.08100 -0.63374 -0.08475
C -5.08291 0.12176 0.44298
O -5.04276 0.65073 1.50107
O -6.12809 0.16838 -0.41816
H -6.54531 -1.26585 -3.43793
H -7.19584 -1.89597 -1.91468
H -7.68676 -0.30419 -2.48518
H -5.27625 0.45904 -2.26519
H -3.82222 -1.46737 -1.97242
H -5.00151 -2.28057 -0.91677
C 5.07687 3.93381 2.93246
C 5.46450 3.73160 1.49458
C 4.30867 3.65959 0.51960
O 4.85716 2.85221 -0.53427
C 5.80631 2.05334 0.01119
O 6.32359 1.14226 -0.54778
O 6.07742 2.44236 1.27823
H 4.74888 4.96138 3.09116
H 4.26203 3.26469 3.21361
H 5.91236 3.73008 3.60151
H 6.18649 4.49137 1.17920
H 3.99555 4.62575 0.13190
H 3.44671 3.13987 0.94470